# 1
This record from the Open Molecules 2025 dataset describes a 7-piece molecular cluster, C20H57N3O7 overall in a non-equilibrium geometry. The level of theory is wB97M-V/def2-TZVPD.

Structure (XYZ):
```
87
Properties=species:S:1:pos:R:3:forces:R:3:mulliken_charge:R:1
C 1.40771 5.13370 0.65127 0.82 0.32 0.34 -0.4137
O 0.21980 5.88946 0.72002 0.24 -0.09 -0.07 -0.3900
C -0.92006 5.12970 1.05117 -0.09 -0.08 0.08 -0.0477
C -2.13468 6.00151 0.83601 -0.47 0.26 -0.34 0.3303
C -3.34782 5.52869 1.61962 0.00 0.08 -0.28 -1.5393
N -2.45518 6.18099 -0.57877 -0.02 0.38 -0.05 -0.6997
H 1.29774 4.11659 1.03044 -0.22 -0.10 -0.26 0.0966
H 2.19222 5.58224 1.27713 -0.29 0.16 0.05 0.3070
H 1.82417 5.14347 -0.35864 -0.27 -0.26 -0.11 0.1459
H -1.00947 4.26506 0.37824 0.06 -0.13 0.12 0.0148
H -0.86101 4.76842 2.08807 0.08 0.03 -0.03 0.3347
H -1.91897 7.01940 1.17186 0.30 -0.12 0.27 0.3025
H -3.72560 4.57127 1.25262 0.09 -0.07 0.08 0.3230
H -4.14027 6.26406 1.48534 -0.06 -0.06 0.10 0.3869
H -3.09700 5.44893 2.67663 -0.13 -0.08 0.04 0.3874
H -1.65361 6.59579 -1.03849 -0.07 -0.08 -0.16 0.2661
H -2.69636 5.33405 -1.07864 0.09 -0.16 0.19 0.2397
C -0.83892 -3.69852 -2.21553 -0.42 0.10 -0.39 -0.4774
O 0.34110 -4.28334 -1.74836 0.33 -0.25 0.02 -0.4123
C 0.78803 -3.75335 -0.51664 -0.21 0.59 0.01 0.1160
C 2.28287 -3.45463 -0.57337 0.04 -0.47 0.03 0.5309
C 3.08728 -4.69727 -0.25314 -0.26 -1.06 0.01 -1.6296
N 2.55595 -2.38717 0.38448 0.32 0.24 0.13 -0.4043
H -1.61277 -3.67610 -1.44019 -0.02 0.04 -0.06 0.2104
H -1.20172 -4.28826 -3.05912 0.02 -0.12 0.14 0.3246
H -0.68175 -2.68156 -2.60776 0.09 0.02 0.28 0.1014
H 0.27957 -2.80054 -0.30700 -0.08 -0.12 -0.04 -0.3084
H 0.54147 -4.43881 0.30176 0.08 0.00 0.03 0.2016
H 2.50569 -3.18307 -1.61318 -0.03 0.22 0.07 0.2681
H 2.68135 -5.53882 -0.82925 0.22 0.26 -0.34 0.4052
H 2.94930 -5.07413 0.76651 0.10 0.61 0.18 0.3205
H 4.15162 -4.61707 -0.47469 0.00 0.13 0.03 0.3951
H 2.18468 -1.50253 0.05566 0.00 0.03 -0.08 -0.0990
H 3.55092 -2.24368 0.52467 0.03 -0.09 -0.21 0.2618
C -4.00409 -6.03073 2.84333 -0.16 -0.64 -0.01 -0.7806
O -3.78782 -4.82660 2.17040 -0.19 0.30 0.13 -0.3092
C -2.74124 -4.05328 2.71363 0.80 -0.63 -0.22 -0.7526
C -2.66686 -2.75582 1.94610 -0.30 1.03 -0.50 1.2281
C -1.54170 -1.87194 2.43256 0.71 -0.17 0.65 -1.2211
N -3.93573 -2.01771 1.86950 -0.04 -0.23 0.08 -0.7668
H -3.09484 -6.64282 2.92427 0.06 0.18 -0.01 0.3037
H -4.72288 -6.60292 2.25458 -0.02 0.06 0.06 0.2593
H -4.41667 -5.89808 3.85135 0.07 0.17 -0.02 0.3060
H -2.81869 -3.91474 3.80224 -0.43 0.19 -0.06 0.3646
H -1.79812 -4.61171 2.57249 -0.02 0.15 0.02 0.3059
H -2.42973 -2.97003 0.89746 -0.03 -0.38 0.08 -0.3136
H -1.37637 -0.96945 1.84825 -0.29 -0.12 -0.31 0.1718
H -0.61369 -2.45572 2.41250 0.03 0.17 0.04 0.1483
H -1.65801 -1.53047 3.46881 -0.23 -0.17 -0.02 0.4959
H -4.24634 -1.70723 2.78533 0.16 -0.01 0.06 0.2658
H -4.64269 -2.67048 1.54595 -0.07 0.10 0.00 0.2978
C 2.61418 0.33141 -4.99528 0.71 0.64 0.45 -1.0179
C 1.16460 0.40760 -5.33498 -0.69 -0.24 0.40 -0.1570
O 0.44392 0.51488 -4.08331 0.08 -0.10 -0.28 -0.4368
H 2.87327 1.18223 -4.35246 -0.12 -0.05 -0.01 0.2227
H 3.27129 0.43895 -5.85754 -0.12 -0.33 -0.14 0.3707
H 2.85071 -0.56102 -4.41761 0.02 -0.14 -0.21 0.2235
H 0.80627 -0.50085 -5.82484 0.18 0.06 -0.26 0.3552
H 0.92698 1.27388 -5.95601 0.06 0.00 -0.06 0.2505
H -0.45150 0.20936 -4.25559 -0.07 0.11 0.21 0.2313
C 0.60103 3.80259 -2.79676 0.44 -0.44 1.56 -0.4045
C 0.47414 5.08878 -3.53765 -0.47 0.54 -0.72 -0.4003
O -0.90089 5.25134 -3.93154 0.07 -0.22 -0.11 -0.5540
H 0.60269 2.87034 -3.35555 -0.29 0.22 -0.41 0.1555
H -0.16973 3.74934 -2.01814 -0.21 -0.03 -0.30 0.0430
H 1.51361 3.77165 -2.18990 0.16 0.15 -0.31 0.2701
H 1.11321 5.11466 -4.42794 0.04 -0.08 0.08 0.3917
H 0.73209 5.95842 -2.92530 0.22 -0.19 0.20 0.2186
H -0.94017 5.82637 -4.70049 0.00 0.04 0.07 0.2930
C 0.80577 0.79885 0.90379 0.44 1.37 -0.11 -0.6888
C 0.51737 0.56840 -0.55842 -0.25 -2.42 0.03 0.3238
O 1.71042 0.62283 -1.34176 -0.06 1.05 0.31 -0.5907
H -0.10166 0.91153 1.49504 -0.11 -0.46 -0.06 0.4138
H 1.26758 1.79283 0.98351 0.20 -0.17 0.03 0.0638
H 1.49172 0.08289 1.35001 -0.13 -0.14 0.01 -0.1752
H -0.36793 1.13862 -0.85576 0.54 0.57 -0.50 0.6034
H 0.22014 -0.48878 -0.70470 -0.58 0.22 0.41 -0.1851
H 1.46032 0.52701 -2.26886 -0.15 0.01 -0.14 0.1789
C 2.68700 -1.35428 4.06161 0.09 0.35 0.48 -0.9858
C 2.65587 -2.87238 3.94806 0.62 0.58 -0.40 -0.2067
O 1.81281 -3.32170 2.91274 -0.22 -0.10 0.35 -0.3787
H 1.67131 -0.96617 4.16339 0.00 0.01 -0.11 0.1760
H 3.18922 -0.83148 3.24402 -0.14 -0.24 -0.21 0.2551
H 3.23219 -1.05959 4.96668 -0.05 -0.08 -0.04 0.4151
H 2.34433 -3.24648 4.92217 -0.24 -0.43 -0.20 0.3458
H 3.67379 -3.23150 3.74086 0.04 -0.07 0.33 0.2509
H 2.15325 -2.92529 2.08109 -0.33 -0.10 -0.10 0.2769
```
Forces are in eV/Å.

As for the SMILES: COC[C@H](C)N.COC[C@H](C)N.COC[C@H](C)N.CCO.CCO.CCO.CCO. The calculation puts the LUMO energy at 0.4273 eV.


# 2
This record from the Open Molecules 2025 dataset describes C20H57N5O7Sr as an isolated structure in a non-equilibrium geometry. The level of theory is wB97M-V/def2-TZVPD.

Structure (XYZ):
```
90
Properties=species:S:1:pos:R:3:forces:R:3:mulliken_charge:R:1
Sr -1.15638 -0.50865 0.17877 -0.80 0.49 -0.86 1.0243
O -2.61015 0.08020 -1.65973 0.11 0.36 -0.16 -0.9710
H -2.82189 0.71252 -2.37378 0.19 -0.81 0.62 -0.0316
O 0.08961 1.46050 0.65285 0.61 0.57 0.83 -0.8627
H 0.46628 1.88519 1.44802 -0.36 -0.02 -0.81 -0.2524
C -1.35187 4.90871 0.04102 -0.48 1.33 0.39 -1.4740
C -2.27137 3.95433 -0.69501 1.09 -0.80 -1.77 0.4325
C -1.73544 3.53573 -2.08621 -0.91 1.05 -0.86 0.0865
O -1.93039 4.59391 -3.00904 -0.01 1.12 0.34 -0.4422
C -1.54398 4.35252 -4.33091 0.89 0.65 0.41 -0.6094
N -2.35050 2.72514 0.01316 -0.48 -0.85 1.51 -0.2269
H -1.06788 5.77332 -0.55889 -0.22 0.04 -0.23 0.3989
H -0.41909 4.57720 0.49722 -0.06 -0.95 -0.43 0.2486
H -1.91747 5.29517 0.88887 -0.08 0.19 0.12 0.3403
H -3.26957 4.36104 -0.85709 0.06 0.38 0.14 0.5043
H -2.32017 2.73095 -2.53176 -0.11 -0.60 0.59 0.2218
H -0.69804 3.20753 -2.02140 0.33 0.16 0.02 -0.2723
H -1.39610 5.31408 -4.82248 -0.44 0.17 -0.02 0.2883
H -2.26854 3.77278 -4.90276 0.13 -0.40 0.04 0.2668
H -0.52489 3.96711 -4.29972 0.03 -0.81 -0.45 0.1693
H -2.67810 1.97884 -0.58333 -0.73 -0.28 -0.29 0.2125
H -1.39998 2.41834 0.16314 0.61 -0.03 0.61 -0.0561
C -2.69126 0.55302 4.38505 0.16 1.05 3.83 -1.7042
C -1.82696 0.04875 3.31402 -2.60 -0.43 -1.47 0.8833
C -1.82794 -1.48491 3.38645 1.11 0.44 0.87 -1.2126
O -1.02717 -2.02193 2.37571 -0.46 -0.96 -0.51 0.8813
C -0.58053 -3.34559 2.67156 -0.38 0.48 0.46 -1.3815
N -2.62482 0.37211 2.11069 0.06 0.49 -0.92 -0.3841
H -2.32873 0.24222 5.36489 0.09 -0.40 0.36 0.4493
H -3.74679 0.28127 4.39489 0.08 -0.37 -0.57 0.3794
H -2.67479 1.63054 4.54871 0.05 0.24 -0.73 0.4226
H -0.91009 0.62799 3.20493 0.40 -0.71 0.31 0.0682
H -2.84895 -1.86634 3.37424 -0.36 0.13 -0.41 0.3435
H -1.45220 -1.80727 4.35754 0.33 0.03 0.33 0.4652
H -0.13768 -3.85663 1.81668 0.13 0.59 -0.07 0.1480
H -1.41054 -3.96312 3.01485 -0.25 -0.06 0.03 0.3660
H 0.11516 -3.25065 3.50528 0.30 -0.36 -0.03 0.4482
H -2.59345 1.37137 1.96717 0.64 0.66 -0.62 0.1736
H -3.60501 0.32633 2.34997 -0.28 -0.84 -0.06 0.2064
C 3.19560 0.26762 2.34490 2.21 0.22 0.28 -1.5513
C 2.61113 -0.97165 1.69863 -0.72 -0.14 0.96 0.4108
C 2.93136 -2.35614 2.36693 -1.70 0.43 -2.03 -0.5927
O 4.22452 -2.47230 2.69125 3.60 -0.19 1.04 -0.3931
C 4.66171 -3.74457 3.14400 1.18 0.51 0.42 -0.8157
N 1.16827 -0.78961 1.68781 0.20 -0.75 -0.26 0.7518
H 2.84661 0.50122 3.35075 -0.56 -0.22 -0.05 0.3009
H 3.15865 1.16910 1.73328 -0.80 -0.09 -0.23 0.2894
H 4.27512 0.21095 2.48462 0.31 -0.48 0.05 0.4715
H 2.81473 -0.99129 0.62800 0.87 -0.19 0.09 0.1528
H 2.77039 -3.10832 1.59465 -0.86 -0.25 -0.33 0.3419
H 2.24575 -2.58907 3.18167 -0.17 0.28 0.43 0.2666
H 4.29622 -3.91891 4.15599 -0.73 -0.69 -0.28 0.3186
H 5.73862 -3.78943 3.30640 0.36 1.27 0.14 0.3172
H 4.70205 -4.55378 2.41487 -1.62 -0.22 -0.21 0.3093
H 1.06515 0.12678 1.27584 -0.47 0.66 -0.48 -0.3734
H 0.80331 -0.65463 2.61984 0.14 -0.30 0.35 -0.1008
C 2.81844 1.73902 -1.40704 1.09 -0.39 -0.91 -1.3125
C 1.93617 1.73714 -2.68042 1.73 -0.11 2.12 0.9038
C 2.60537 1.27438 -4.00126 -0.14 -0.15 0.89 -0.8727
O 2.88684 2.32751 -4.87235 0.54 1.65 -2.13 -0.4008
C 4.04546 3.18822 -4.73818 -0.75 -0.46 1.81 -0.6417
N 0.77425 0.93613 -2.24733 0.16 0.96 -1.80 -0.1681
H 3.77263 2.22571 -1.60893 0.08 0.28 0.13 0.5144
H 3.08271 0.71471 -1.14428 -0.13 -0.21 0.16 0.1629
H 2.32475 2.20752 -0.55563 -0.11 0.00 -0.17 0.2274
H 1.78874 2.81149 -2.79052 -0.93 0.20 -0.53 0.1749
H 1.88699 0.64997 -4.53240 -0.08 0.00 -0.07 0.3154
H 3.48930 0.65545 -3.84730 0.23 -0.11 0.32 0.3402
H 3.99702 3.52146 -3.70149 0.79 -0.08 0.33 0.2454
H 4.04792 4.14621 -5.25812 -1.09 -0.38 -0.76 0.2858
H 5.00902 2.75047 -4.99900 -0.11 -0.62 0.22 0.2716
H 0.09193 1.32059 -2.88509 -1.11 -0.80 -0.10 0.2781
H 0.50785 1.33787 -1.35978 -0.12 0.05 0.66 -0.0855
C -3.83327 -4.65608 -0.85940 1.51 -1.33 -0.21 -1.5518
C -2.61096 -3.89579 -0.18745 -1.49 0.16 -1.16 0.6455
C -1.29201 -3.83784 -0.92878 2.33 -1.28 1.00 -1.2791
O -0.42385 -2.68351 -0.58556 -2.20 -1.37 -0.53 0.0570
C 0.84909 -2.66688 -1.19500 -0.67 0.22 -0.45 -0.3255
N -3.03319 -2.52784 -0.03869 -1.46 0.41 0.75 -0.2910
H -3.88377 -4.58838 -1.94612 0.02 0.54 -0.01 0.3623
H -4.80407 -4.42093 -0.42311 0.19 0.57 0.10 0.4111
H -3.75927 -5.72917 -0.68301 0.23 -0.25 0.05 0.4409
H -2.52947 -4.37758 0.78688 0.46 0.33 0.16 0.0816
H -1.33906 -4.06188 -1.99447 -0.15 0.68 -0.18 0.4097
H -0.70549 -4.63718 -0.47586 0.16 -0.66 -0.45 0.4472
H 0.75072 -2.59906 -2.27843 0.01 -0.08 -0.17 0.2788
H 1.41117 -3.56547 -0.94063 0.35 0.18 0.26 0.3151
H 1.23922 -1.70700 -0.85662 0.76 -0.39 0.00 -0.2416
H -3.99302 -2.71734 0.21213 -0.44 0.97 1.15 0.2410
H -3.26973 -2.16154 -0.94971 0.71 0.67 -0.91 0.1085
```
Forces are in eV/Å.

The calculation puts the LUMO energy at 0.1916 eV.


Number 1: total energy -1487.04804 hartree. Number 2: total energy -1627.26207 hartree.